Entry from the Open Molecules 2025 dataset: a structure of composition C11H23O3P2Re in a non-equilibrium geometry (the ωB97M-V functional and the def2-TZVPD basis).

Geometry as XYZ:
```
40
Properties=species:S:1:pos:R:3:forces:R:3
C 1.73658 0.23359 -3.04625 -0.217 -0.211 -0.018
C 2.91846 0.83099 -3.43434 0.499 0.437 0.280
C 3.73991 1.58115 -2.56017 0.031 0.005 -0.085
C 3.45695 1.85255 -1.20080 0.324 0.100 -0.345
C 2.33977 1.37806 -0.54417 0.351 0.017 0.314
Re 0.98209 0.02708 -1.18443 1.522 0.690 -1.398
P -0.55496 -1.64775 -2.00080 -0.931 -1.593 -1.056
H 1.16862 -0.22283 -3.87390 0.152 0.223 0.238
H 3.22475 0.77798 -4.48641 -0.110 -0.008 0.414
H 4.63878 2.04309 -2.98813 -0.395 -0.200 0.171
H 2.21824 1.76856 0.47972 -0.004 -0.018 -0.305
H 4.14472 2.52325 -0.67087 -0.210 -0.243 -0.271
H -0.54918 -2.92846 -1.39437 -0.048 0.218 -0.130
H -0.42881 -2.01643 -3.36267 -0.152 -0.040 0.253
H -1.94300 -1.36518 -1.94902 0.300 -0.234 -0.025
C 1.08415 -1.14589 3.66103 0.053 -0.109 0.406
C 1.16810 -0.76940 2.19424 1.403 -0.902 0.895
O 0.41622 0.41380 1.98414 0.928 -0.811 -3.090
P -0.61078 0.13551 0.66233 -0.464 4.293 7.185
O -1.75599 0.20504 1.94874 0.320 0.058 -3.574
C -2.60242 -0.84213 2.28810 -2.149 -0.712 1.215
C -2.33089 -2.20595 1.69141 -0.025 -0.009 0.008
O -0.45948 1.77200 0.16029 -1.281 -2.613 0.271
C -1.62158 2.26334 -0.50378 -1.025 1.807 -1.337
C -2.33586 1.32512 -1.49120 0.000 -0.090 0.337
H 1.51506 -0.33426 4.28198 -0.310 -0.527 -0.271
H 1.64650 -2.08610 3.83848 -0.305 0.566 0.000
H 0.02154 -1.30221 3.94504 0.653 0.107 -0.061
H 2.22486 -0.59167 1.90340 -0.459 -0.122 0.072
H 0.82353 -1.66295 1.61947 -0.042 0.596 -0.035
H -2.54149 -0.94832 3.39824 -0.023 0.263 -0.687
H -3.64750 -0.53434 2.05716 0.509 -0.275 0.169
H -1.31480 -2.54379 1.96820 -0.405 -0.029 -0.286
H -3.07301 -2.90953 2.12601 0.534 0.317 -0.426
H -2.46592 -2.16405 0.59411 0.131 -0.286 0.357
H -2.34829 2.64926 0.23907 0.502 -0.332 -0.207
H -1.29037 3.12906 -1.12170 -0.033 -0.435 0.684
H -2.80142 0.47216 -0.95579 0.193 0.210 -0.376
H -3.16138 1.86612 -2.00007 0.557 -0.221 0.377
H -1.63168 0.97351 -2.27227 -0.375 0.114 0.336
```
Positions in Å, forces in eV/Å.

HOMO level (spin up / spin down): -11.96 / -11.53 eV
2S+1: 4
Total charge: +1
Expectation value of S²: 4.1458

How positive or negative is each atom? The Löwdin charges in e answer that: -0.2716, -0.1803, -0.0763, -0.1719, -0.2265, 0.9813, 0.6512, 0.0257, 0.1097, 0.1150, 0.0553, 0.1084, -0.0761, -0.0734, -0.0858, -0.0636, -0.3854, -0.2894, 0.8427, -0.2414, -0.3370, -0.0930, -0.3388, -0.2962, -0.1245, 0.0968, 0.0940, 0.0790, 0.1165, 0.0873, 0.1354, 0.1281, 0.0736, 0.1034, 0.0555, 0.1341, 0.1349, 0.0550, 0.1047, 0.0439


Entry from the Open Molecules 2025 dataset: a structure of composition C11H23O5Ru in a non-equilibrium geometry (the ωB97M-V functional and the def2-TZVPD basis).

Geometry as XYZ:
```
40
Properties=species:S:1:pos:R:3:forces:R:3
Ru 0.58335 0.01010 -0.09604 0.098 -0.502 -0.349
C -0.45868 2.23352 -1.36539 0.671 0.185 -0.090
C -0.80027 1.21375 -2.41503 -0.060 0.107 -0.042
O -0.08353 -0.02754 -1.97932 -0.177 0.015 0.258
C -0.80041 -1.30293 -2.31029 -0.073 -0.067 0.053
C -0.44020 -2.32358 -1.24786 0.147 0.184 -0.001
O -0.59109 -1.56844 0.00712 -0.131 -0.180 0.062
C -0.36222 -2.23023 1.30599 0.136 0.189 -0.048
C -0.64996 -1.12854 2.30444 -0.066 -0.066 -0.028
O 0.04536 0.11394 1.83493 -0.119 0.041 -0.185
C -0.65229 1.37977 2.22422 -0.042 0.106 0.038
C -0.38172 2.32301 1.08770 0.693 0.176 0.033
O -0.80382 1.59706 -0.10241 -0.216 0.219 0.014
H 0.63064 2.40699 -1.37329 -0.104 0.097 0.032
H -0.92138 3.21560 -1.46677 -0.373 -0.192 -0.130
H -1.86343 0.98119 -2.44081 0.010 0.008 -0.016
H -0.43114 1.47981 -3.40427 -0.007 0.026 0.005
H -1.86526 -1.07856 -2.29931 0.006 -0.002 -0.021
H -0.47524 -1.60551 -3.30462 0.004 -0.025 0.004
H -1.13313 -3.16502 -1.22626 -0.054 0.039 -0.102
H 0.58793 -2.67647 -1.31926 -0.029 -0.069 -0.004
H -1.05860 -3.06471 1.38873 -0.049 0.048 0.106
H 0.66719 -2.58208 1.33700 -0.030 -0.080 0.008
H -1.71320 -0.90085 2.34747 0.007 -0.001 0.015
H -0.26042 -1.35570 3.29600 -0.002 -0.025 -0.003
H -1.71076 1.15005 2.33206 0.008 0.009 0.009
H -0.22544 1.71700 3.16758 -0.004 0.022 -0.010
H -0.83450 3.31306 1.14646 -0.383 -0.187 0.161
H 0.70623 2.49147 1.01620 -0.092 0.099 -0.040
C 3.86623 -0.49594 1.28693 -0.058 -0.008 -0.445
C 3.27181 -0.55408 -0.14184 0.641 -0.073 0.928
C 3.20046 0.79898 -0.80195 -0.356 -0.194 -0.301
O 1.95562 -1.11707 -0.01992 0.002 -0.194 0.143
H 4.90842 -0.19559 1.17911 0.022 -0.014 0.098
H 3.83548 -1.47251 1.76477 0.008 0.011 0.030
H 3.34253 0.24943 1.88862 -0.017 -0.023 0.032
H 3.84446 -1.31025 -0.68240 -0.070 0.109 -0.349
H 2.69516 1.55193 -0.16946 -0.029 0.052 0.164
H 2.71337 0.74125 -1.78136 0.104 0.032 -0.088
H 4.20583 1.18748 -0.96777 -0.016 0.125 0.059
```
Positions in Å, forces in eV/Å.

HOMO level (spin up / spin down): -21.73 / -21.73 eV
Relative energy (zero: lowest compared OMol25 entry of this formula, charge and spin): 19.39 kJ/mol
Total charge: +3

How positive or negative is each atom? The Löwdin charges in e answer that: 1.6598, -0.1007, -0.0250, -0.2571, -0.0199, -0.0495, -0.2511, -0.0475, -0.0226, -0.2532, -0.0288, -0.0994, -0.2439, 0.1362, 0.1765, 0.1551, 0.1713, 0.1520, 0.1713, 0.1751, 0.1461, 0.1749, 0.1432, 0.1514, 0.1717, 0.1546, 0.1713, 0.1763, 0.1393, 0.0132, -0.4066, -0.0305, -0.2096, 0.1180, 0.1044, 0.0912, 0.1782, 0.0833, 0.0946, 0.1362


Entry from the Open Molecules 2025 dataset: a structure of composition C11H24B3CoNO4 in a non-equilibrium geometry (the ωB97M-V functional and the def2-TZVPD basis).

Geometry as XYZ:
```
44
Properties=species:S:1:pos:R:3:forces:R:3
C 3.69535 -2.60255 1.82164 -1.245 -0.940 -0.238
C 3.11994 -2.54707 0.25436 1.390 1.101 0.149
C 4.18121 -1.54762 -0.56225 -0.659 -0.276 -0.139
C 4.05829 0.03659 -0.05067 -0.323 -1.396 -0.225
C 3.43056 1.03613 -1.20051 0.075 0.307 -0.266
B 2.10583 1.90860 -0.65685 0.639 0.715 0.562
O 2.26584 3.38349 -0.66304 -3.890 -2.910 -2.079
B 1.07044 3.87625 -1.43482 0.193 -0.303 1.984
O -0.30500 3.42948 -1.13101 3.488 -2.973 0.462
B -0.34334 2.05251 -0.59948 -0.020 -0.099 0.364
C -1.80896 1.29489 -0.29478 0.085 1.286 -0.162
C -1.77263 0.87812 1.29008 0.694 -1.104 -0.358
C -3.13089 0.15476 1.85357 0.697 0.038 1.490
C -4.52771 0.64605 1.15151 -1.293 0.262 2.291
N -5.10383 -0.54483 0.41492 -0.158 4.358 -1.846
C -4.90190 -0.46575 -1.08220 0.284 1.677 -6.876
C -4.62435 -1.89690 -1.90198 -0.034 -0.573 1.993
O -4.95695 0.63472 -1.83690 0.203 -6.035 6.269
O 0.86011 1.23379 -0.24366 0.236 3.806 -2.231
H 3.90072 -3.74261 2.07089 -0.061 2.619 -0.305
H 2.87967 -2.22858 2.59159 1.832 -0.668 -1.575
H 4.66821 -1.93969 1.92567 -1.685 -1.353 -0.103
H 3.17014 -3.60167 -0.27473 -0.308 2.226 1.278
H 2.02584 -2.07111 0.21490 2.466 -1.170 -0.003
H 5.30859 -1.90050 -0.42798 -2.485 0.449 -0.272
H 3.89929 -1.63170 -1.69730 0.803 0.439 2.135
H 3.48015 0.05806 0.97243 0.953 0.067 -2.048
H 5.18307 0.36035 0.18137 -1.322 0.105 -0.636
H 3.01598 0.43026 -2.14140 1.085 0.905 2.144
H 4.27045 1.76039 -1.64014 -1.939 -1.557 1.112
H 1.33509 4.67756 -2.28614 -0.480 -0.228 0.337
H -2.62777 2.11647 -0.56233 1.548 -1.802 0.762
H -1.98492 0.39858 -1.03630 0.449 1.527 1.637
H -0.89875 0.07207 1.39970 -1.924 1.757 -0.190
H -1.44204 1.77891 1.98577 -1.042 -1.750 -1.583
H -3.08664 -1.03288 1.85293 0.044 2.594 -0.247
H -3.21130 0.45324 3.00670 -0.052 -0.726 -2.560
H -5.29138 0.88309 2.03802 1.653 -0.615 -2.020
H -4.45427 1.63087 0.52409 0.134 -2.249 0.666
H -6.10170 -0.73515 0.68039 1.041 -0.570 -0.086
H -3.54773 -1.92325 -2.39375 -2.443 0.500 0.889
H -5.49131 -2.16624 -2.64851 1.824 0.983 1.385
H -4.60972 -2.74858 -1.07122 -0.065 1.729 -1.724
Co 6.29830 0.14149 1.60740 -0.386 -0.157 -0.135
```
Positions in Å, forces in eV/Å.

HOMO level (spin up / spin down): -15.66 / -15.66 eV
2S+1: 4
Total charge: +2
Expectation value of S²: 3.7805

How positive or negative is each atom? The Löwdin charges in e answer that: -0.1269, -0.2147, -0.2088, -0.1998, -0.0564, -0.3774, 0.1256, -0.1249, 0.1561, -0.3344, -0.0908, -0.1851, -0.1448, -0.1394, 0.2015, -0.2407, -0.0014, 0.1019, 0.1458, 0.0989, 0.0887, 0.0401, 0.1219, 0.1207, 0.1165, 0.1154, 0.1215, 0.0508, 0.1381, 0.1409, 0.1160, 0.1214, 0.1218, 0.1325, 0.1459, 0.1349, 0.1411, 0.1615, 0.1541, 0.1949, 0.1162, 0.1192, 0.1002, 0.8011